Density functional theory data (the ωB97M-V functional and the def2-TZVPD basis) for a single C2H5N3O2S molecule at a distorted geometry.

CARTESIAN COORDINATES (ANGSTROEM)
N (2.28899, 0.47141, -0.45560)
N (1.41126, 0.43081, -1.51542)
C (0.13258, 0.11538, -1.30848)
O (-0.85405, 0.27252, -2.03778)
C (-0.24261, -0.14959, 0.26493)
S (0.32836, -1.11924, 1.52510)
N (-1.45836, 0.50423, 0.31769)
O (-2.16950, 0.54705, 1.44277)
H (2.94332, 1.23999, -0.68124)
H (2.64644, -0.41588, -0.17986)
H (1.91643, 0.18575, -2.48269)
H (-1.93934, 0.72019, -0.59240)
H (-1.66518, -0.01865, 2.12931)

The calculation puts the HOMO energy at -8.6 eV. As for the energy above the lowest of the compared OMol25 structures with the same formula, charge and spin: 351.99 kJ/mol. For the gap between HOMO and LUMO, the calculation gives 8.67 eV.